Density functional theory data (wB97M-V/def2-TZVPD) for a structure of composition C38H17F15GeN4ORhS3 in a non-equilibrium geometry.

## Properties
Charge ... +1
Energy relative to the best compared isomer or geometry (same formula, charge and spin) ... 78.67 kJ/mol
HOMO (alpha / beta) ... -11.251 / -11.251 eV

```
80
Properties=species:S:1:pos:R:3:mulliken_charge:R:1
Rh 1.9822 -1.5974 -1.1895 -0.44
S 4.2492 -1.9569 -0.7398 -0.28
C 3.5948 -1.7820 0.8520 0.69
N 2.3132 -1.5719 0.8585 0.00
C 1.7740 -1.4251 2.1448 -1.17
C 0.4469 -1.1847 2.4743 0.25
C 0.1191 -1.0784 3.8123 -0.89
C 1.0977 -1.2077 4.8047 -0.70
C 2.4190 -1.4463 4.4753 -0.45
C 2.7498 -1.5502 3.1255 1.17
S 4.3206 -1.8340 2.4032 -0.17
H -0.2987 -1.0907 1.6900 0.41
H -0.9090 -0.8930 4.0999 0.53
H 0.8162 -1.1219 5.8469 0.44
H 3.1758 -1.5475 5.2453 0.45
C 5.8532 2.1391 2.9911 -1.45
C 4.7269 2.9136 2.3373 0.46
C 3.4078 2.4937 2.4210 -0.39
C 2.3689 3.2127 1.8313 -0.37
C 2.6426 4.3637 1.1156 0.14
N 1.6228 5.1383 0.4691 -0.05
C 0.4336 4.7445 -0.0854 0.27
O -0.5206 5.4830 -0.1993 -0.64
N 0.3545 3.4130 -0.5252 0.28
C 1.3793 2.6232 -1.0466 -0.05
C 2.5640 3.1588 -1.5446 -0.29
C 3.5479 2.3095 -2.0040 -0.90
C 3.3421 0.9463 -1.9816 -0.29
N 2.1864 0.4329 -1.5413 0.21
C 1.2230 1.2469 -1.0725 0.13
C 3.9555 4.8045 1.0325 -0.42
C 4.9781 4.0910 1.6432 -0.67
H 5.4780 1.2408 3.4822 0.27
H 6.3644 2.7424 3.7442 0.38
H 6.6036 1.8346 2.2588 0.35
H 3.1705 1.5974 2.9885 0.44
H 1.3429 2.8801 1.9536 0.51
H 1.6852 6.1394 0.5515 0.28
H -0.5936 3.0945 -0.6254 -0.14
H 2.7134 4.2310 -1.5546 0.61
H 4.4844 2.6995 -2.3820 0.44
H 4.0921 0.2512 -2.3210 0.42
H 0.3250 0.7896 -0.6842 0.17
H 4.1784 5.7179 0.4872 0.43
H 5.9960 4.4621 1.5744 0.41
F -1.5984 -1.8367 -4.4917 -0.33
C -2.4409 -2.8666 -4.3383 0.58
C -2.9504 -3.1707 -3.0826 -0.15
C -3.8099 -4.2580 -2.9870 0.27
F -4.3440 -4.6328 -1.8238 -0.26
C -4.1620 -4.9959 -4.0974 0.02
F -4.9918 -6.0245 -3.9948 -0.27
C -3.6418 -4.6551 -5.3297 0.61
F -3.9750 -5.3578 -6.3963 -0.28
C -2.7746 -3.5863 -5.4598 0.10
F -2.2826 -3.2748 -6.6517 -0.27
Ge -2.4110 -2.0891 -1.5945 0.71
S -0.1748 -2.1416 -1.5943 0.30
C -3.0402 -2.7586 0.1065 -0.01
C -2.2332 -3.4139 1.0216 -0.23
F -0.9500 -3.6920 0.7428 -0.46
C -2.7000 -3.8185 2.2526 0.18
F -1.9020 -4.4352 3.1156 -0.33
C -4.0183 -3.5792 2.5825 0.74
F -4.4799 -3.9684 3.7575 -0.29
C -4.8611 -2.9484 1.6870 0.23
F -6.1302 -2.7442 2.0075 -0.29
C -4.3647 -2.5514 0.4647 0.57
F -5.2235 -1.9799 -0.3868 -0.35
C -2.9364 -0.2269 -1.7435 0.63
C -2.6502 0.6221 -0.6817 -0.17
F -1.9064 0.2006 0.3587 -0.30
C -3.1021 1.9217 -0.6248 -0.25
F -2.8227 2.6968 0.4178 -0.39
C -3.8493 2.4170 -1.6774 0.81
F -4.2875 3.6605 -1.6466 -0.30
C -4.1401 1.6108 -2.7588 0.16
F -4.8622 2.0899 -3.7611 -0.28
C -3.6903 0.3072 -2.7774 0.26
F -4.0495 -0.4275 -3.8322 -0.28
```

Density functional theory data (wB97M-V/def2-TZVPD) for a cluster of 3 separate species, C38H26Br2F4O9 in total in a non-equilibrium geometry.

## Properties
HOMO ... -9.665 eV
SMILES ... CC(=O)OCC[C@@](Br)(CC(=O)Br)OC(=O)C(F)(F)C(F)F.O=C1c2ccccc2C(=O)c2ccccc21.O=C1c2ccccc2C(=O)c2ccccc21

```
79
Properties=species:S:1:pos:R:3:mulliken_charge:R:1
C -2.2036 -4.0860 -0.1501 -1.05
C -3.5584 -3.7682 -0.7159 0.71
O -3.9915 -2.6326 -0.6813 -0.54
O -4.3285 -4.7389 -1.2532 -0.45
C -3.7046 -5.9619 -1.6620 -0.92
C -2.7718 -5.7561 -2.8421 -0.89
C -2.8266 -6.8364 -3.9009 0.47
Br -4.6579 -6.9302 -4.6141 -0.06
C -1.9143 -6.4368 -5.0916 -1.17
C -1.2898 -7.5870 -5.8271 0.36
O -1.7861 -8.6448 -6.0715 -0.43
Br 0.5121 -7.1652 -6.5236 -0.18
O -2.6062 -8.1297 -3.3615 -0.30
C -1.7139 -8.2480 -2.3303 0.20
O -2.0826 -8.5236 -1.2140 -0.50
C -0.2035 -8.1511 -2.6070 1.17
F 0.1434 -6.8952 -2.9573 -0.28
F 0.1077 -8.9910 -3.6154 -0.29
C 0.6632 -8.5461 -1.4085 0.02
F 0.3835 -9.8118 -1.0398 -0.26
F 0.4594 -7.7078 -0.3794 -0.24
H -2.1043 -5.0932 0.2304 0.37
H -1.4780 -3.9840 -0.9502 0.27
H -1.9455 -3.3628 0.6012 0.39
H -3.2219 -6.4198 -0.8115 0.42
H -4.5123 -6.6196 -1.9357 0.51
H -3.0708 -4.8364 -3.3324 0.70
H -1.7454 -5.5994 -2.5332 0.43
H -1.1444 -5.7613 -4.7507 0.47
H -2.5288 -5.9050 -5.8004 0.79
H 1.7062 -8.5041 -1.7085 0.28
O -0.1584 0.3406 -3.0670 -0.69
C -0.4986 1.2653 -2.3575 0.46
C 0.4319 2.3946 -2.0767 0.41
C 1.6917 2.3938 -2.6602 -0.68
C 2.5578 3.4509 -2.4378 -0.44
C 2.1678 4.5162 -1.6343 -0.74
C 0.9173 4.5171 -1.0406 -0.39
C 0.0469 3.4543 -1.2511 0.29
C -1.2863 3.4582 -0.5864 0.62
O -1.5999 4.3471 0.1841 -0.73
C -2.2243 2.3462 -0.8882 0.18
C -3.4867 2.3473 -0.3085 -0.52
C -4.3805 1.3287 -0.5960 -0.64
C -4.0193 0.3055 -1.4652 -0.37
C -2.7587 0.2952 -2.0363 -0.61
C -1.8552 1.3082 -1.7487 0.16
H 1.9866 1.5661 -3.2895 0.48
H 3.5378 3.4491 -2.8956 0.40
H 2.8411 5.3468 -1.4709 0.41
H 0.6127 5.3427 -0.4151 0.56
H -3.7640 3.1464 0.3643 0.49
H -5.3622 1.3303 -0.1423 0.41
H -4.7160 -0.4868 -1.6896 0.42
H -2.4708 -0.5019 -2.7066 0.54
O 3.3682 3.3391 4.8835 -0.66
C 3.3333 4.5516 4.8537 0.50
C 4.2860 5.3635 5.6624 0.18
C 5.2372 4.7154 6.4401 -0.56
C 6.1490 5.4542 7.1738 -0.47
C 6.1160 6.8443 7.1336 -0.47
C 5.1626 7.4951 6.3701 -0.56
C 4.2419 6.7588 5.6355 0.20
C 3.2123 7.4769 4.8325 0.65
O 3.1446 8.6883 4.8492 -0.66
C 2.2746 6.6663 4.0082 0.19
C 1.3281 7.3145 3.2246 -0.69
C 0.4647 6.5768 2.4325 -0.77
C 0.5413 5.1880 2.4167 -0.25
C 1.4763 4.5373 3.2048 -0.71
C 2.3435 5.2707 4.0051 0.19
H 5.2598 3.6352 6.4640 0.47
H 6.8905 4.9478 7.7771 0.40
H 6.8355 7.4194 7.7008 0.40
H 5.1280 8.5748 6.3389 0.47
H 1.2743 8.3940 3.2378 0.47
H -0.2718 7.0818 1.8207 0.49
H -0.1307 4.6206 1.7878 0.68
H 1.5396 3.4582 3.1998 0.49
```

Density functional theory data (wB97M-V/def2-TZVPD) for a structure of composition C38H26MnN5O3PS2 in a non-equilibrium geometry.

## Properties
<S²> ... 0.768
Spin multiplicity ... 2
Energy relative to the best compared isomer or geometry (same formula, charge and spin) ... 0.00 kJ/mol
HOMO (alpha / beta) ... -6.798 / -6.655 eV

```
76
Properties=species:S:1:pos:R:3:lowdin_spin:R:1
Mn -0.6123 1.0742 -0.2024 1.00
S 4.7202 1.0107 4.9903 0.00
N 3.1142 1.0520 5.1387 0.00
C 2.6220 1.0599 3.9155 0.00
C 1.2094 1.1369 3.5763 0.00
C 0.1965 1.2706 4.5232 0.00
C -1.0988 1.3921 4.0813 0.00
C -1.3497 1.3377 2.7153 0.00
N -0.3953 1.1825 1.8056 0.00
C 0.8774 1.1209 2.2258 0.00
C 1.9068 1.0753 1.1852 0.00
N 1.4763 1.0889 -0.0824 0.00
C 2.3543 1.1350 -1.0700 0.00
C 3.7296 1.1496 -0.8451 0.00
C 4.1889 1.1045 0.4491 0.00
C 3.2626 1.0624 1.4932 0.00
C 3.6240 1.0340 2.9019 0.00
N 4.8515 1.0066 3.3819 0.00
H 0.4492 1.2909 5.5760 0.00
H -1.9196 1.5220 4.7729 0.00
H -2.3607 1.3969 2.3354 0.00
H 1.9431 1.1496 -2.0731 0.00
H 4.4118 1.1923 -1.6831 0.00
H 5.2469 1.1165 0.6818 0.00
O -0.2711 1.2568 -4.2063 0.01
C -0.4842 1.7729 -3.1170 0.01
O -0.6493 1.0758 -2.0435 0.03
C -0.5611 3.2851 -3.0107 0.00
C -0.5766 3.9568 -4.2386 0.00
C -0.6342 5.3324 -4.3244 0.00
C -0.6487 6.0792 -3.1516 0.00
C -0.6228 5.4400 -1.9287 0.00
C -0.5967 4.0394 -1.8222 0.00
S -0.5802 3.4326 -0.1587 -0.01
H -0.5381 3.3482 -5.1318 0.00
H -0.6659 5.8209 -5.2904 0.00
H -0.6772 7.1626 -3.1916 0.00
H -0.6247 6.0177 -1.0120 0.00
O -3.2916 2.2187 -0.4400 0.00
N -2.7638 0.9756 -0.1595 0.00
C -3.5259 0.0740 -0.6256 0.00
C -3.4074 -1.3907 -0.4779 0.00
C -4.6239 -2.0735 -0.5881 0.00
C -4.6992 -3.4492 -0.4819 0.00
C -3.5400 -4.1864 -0.2915 0.00
C -2.3282 -3.5257 -0.1953 0.00
C -2.2426 -2.1348 -0.2752 0.00
P -0.5882 -1.3673 -0.1356 -0.01
C 0.0430 -2.2347 1.3571 0.00
C 1.0699 -3.1758 1.3550 0.00
C 1.5468 -3.7009 2.5518 0.00
C 0.9893 -3.3139 3.7606 0.00
C -0.0818 -2.4292 3.7681 0.00
C -0.5485 -1.8987 2.5767 0.00
C 0.3540 -2.0747 -1.5236 0.00
C -0.2696 -2.6008 -2.6494 0.00
C 0.4818 -2.9906 -3.7504 0.00
C 1.8606 -2.8594 -3.7387 0.00
C 2.4941 -2.3431 -2.6153 0.00
C 1.7447 -1.9448 -1.5198 0.00
H -2.5814 2.8498 -0.1477 0.00
H -4.4154 0.4250 -1.1437 0.00
H -5.5285 -1.4967 -0.7430 0.00
H -5.6589 -3.9448 -0.5549 0.00
H -3.5816 -5.2660 -0.2210 0.00
H -1.4198 -4.0980 -0.0465 0.00
H 1.5011 -3.5144 0.4233 0.00
H 2.3608 -4.4155 2.5340 0.00
H 1.3773 -3.7075 4.6919 0.00
H -0.5512 -2.1504 4.7039 0.00
H -1.3907 -1.2170 2.5862 0.00
H -1.3469 -2.7004 -2.6759 0.00
H -0.0172 -3.3913 -4.6239 0.00
H 2.4419 -3.1487 -4.6051 0.00
H 3.5734 -2.2470 -2.5934 0.00
H 2.2459 -1.5334 -0.6511 0.00
```